Molecular formula: C58H65B3F9N9O6S2
Method: DFT, wB97M-V/def2-TZVPD

XYZ file:
```
152
Properties=species:S:1:pos:R:3
C 3.4427 -1.7334 -1.4679
O 3.3670 -0.8384 -2.6688
C 2.0653 -0.1496 -2.6019
C 1.6736 0.4116 -4.1237
C 0.1668 -0.2364 -4.4388
C -0.9857 0.4868 -3.5042
C -1.5023 -0.5137 -2.3029
C -1.0683 -0.0401 -0.7898
C -0.3784 -1.2169 0.1261
C -1.3284 -1.7065 1.4029
B -2.5366 -2.6815 0.8054
O -3.7195 -3.1342 1.5859
B -4.6634 -3.6108 0.5147
S -6.2234 -2.6563 0.0601
O -4.2199 -4.8767 -0.1706
B -2.9501 -4.4682 -0.8275
S -1.9453 -5.6175 -1.9840
O -2.9041 -5.8742 -3.2098
O -0.7460 -4.7737 -2.4666
C -1.5390 -7.2609 -1.2093
F -2.0747 -7.2771 0.2025
F -2.3686 -8.2959 -1.9338
C 0.0125 -7.7612 -1.3327
F -0.0512 -9.2717 -1.3751
F 0.6978 -7.3764 -2.6020
C 0.9335 -7.4366 0.0224
F 2.3129 -7.9427 -0.3298
F 0.5125 -8.2446 1.2079
C 1.1088 -5.8381 0.3326
F 1.7138 -5.0561 -0.7951
F 2.1222 -5.7452 1.4502
F -0.1262 -5.1866 0.8931
O -2.4392 -3.0896 -0.6094
H 2.6139 -2.5773 -1.6043
H 4.5002 -2.2437 -1.4356
H 3.2247 -1.1185 -0.4885
H 2.1605 0.7382 -1.8403
H 1.2721 -0.9688 -2.2692
H 2.4673 -0.0437 -4.8614
H 1.6268 1.5942 -4.1684
H 0.1666 -1.4135 -4.3559
H -0.0584 0.0706 -5.5664
H -1.9265 0.6403 -4.2223
H -0.6303 1.5183 -3.0807
H -1.2002 -1.6437 -2.5249
H -2.6945 -0.5019 -2.3222
H -2.0054 0.3500 -0.1877
H -0.3132 0.8568 -0.8507
H 0.5907 -0.7298 0.6192
H 0.0233 -2.1419 -0.5028
H -1.7341 -0.7922 2.0273
H -0.6405 -2.4048 2.0826
H -5.8503 -1.3616 -0.4231
C -5.4905 1.3302 4.4547
C -4.5484 2.3369 4.2710
C -3.2588 1.9718 3.9193
N -2.8606 0.6922 3.7475
C -3.7968 -0.2632 3.9345
C -5.1112 0.0029 4.2832
H -6.5117 1.5779 4.7295
H -4.8120 3.3807 4.3981
H -2.4884 2.7210 3.7614
H -3.4511 -1.2834 3.7928
H -5.8217 -0.8046 4.4186
C -1.6507 2.9898 8.5193
C -2.2765 2.1768 7.5802
C -3.6577 2.0730 7.6194
N -4.4341 2.7136 8.5207
C -3.7979 3.4943 9.4209
C -2.4233 3.6641 9.4592
H -0.5699 3.0970 8.5189
H -1.7027 1.6373 6.8353
H -4.1929 1.4535 6.9057
H -4.4439 3.9964 10.1357
H -1.9659 4.3056 10.2039
C -7.3091 -4.6339 -4.3537
C -5.9275 -4.7936 -4.3615
C -5.1784 -3.9827 -5.1992
N -5.7127 -3.0465 -6.0136
C -7.0568 -2.9158 -5.9855
C -7.8888 -3.6766 -5.1800
H -7.9291 -5.2503 -3.7093
H -5.4453 -5.5313 -3.7303
H -4.0963 -4.0669 -5.2389
H -7.4617 -2.1582 -6.6506
H -8.9624 -3.5273 -5.1967
C 7.6662 -0.9177 -4.9159
C 6.4951 -0.9176 -4.1656
C 5.2980 -1.1645 -4.8184
N 5.2007 -1.4023 -6.1448
C 6.3544 -1.3943 -6.8473
C 7.5986 -1.1613 -6.2838
H 8.6236 -0.7293 -4.4388
H 6.5138 -0.7301 -3.0980
H 4.3571 -1.1782 -4.2760
H 6.2491 -1.5858 -7.9115
H 8.4932 -1.1687 -6.8962
C -5.0346 -7.5884 3.9454
C -4.8218 -6.5363 3.0610
C -5.6640 -5.4383 3.1333
N -6.6846 -5.3308 4.0120
C -6.8677 -6.3688 4.8568
C -6.0766 -7.5063 4.8634
H -4.3941 -8.4652 3.9196
H -4.0192 -6.5701 2.3331
H -5.5366 -4.5903 2.4667
H -7.6957 -6.2590 5.5515
H -6.2683 -8.3090 5.5664
C 0.7230 6.0572 -5.5172
C 0.9244 4.7527 -5.9556
C 0.0254 3.7789 -5.5511
N -1.0356 4.0217 -4.7508
C -1.2042 5.2973 -4.3397
C -0.3620 6.3391 -4.6935
H 1.4059 6.8477 -5.8146
H 1.7609 4.5003 -6.5973
H 0.1379 2.7465 -5.8694
H -2.0628 5.4658 -3.6957
H -0.5468 7.3455 -4.3354
C 3.3824 9.8990 -2.7810
C 2.2112 9.8991 -2.0307
C 1.0142 9.6521 -2.6836
N 0.9169 9.4144 -4.0100
C 2.0706 9.4224 -4.7124
C 3.3148 9.6554 -4.1489
H 4.3397 10.0874 -2.3039
H 2.2300 10.0866 -0.9631
H 0.0733 9.6385 -2.1411
H 1.9652 9.2309 -5.7766
H 4.2093 9.6480 -4.7614
C 12.7249 2.0969 -4.3461
C 12.9263 0.7924 -4.7845
C 12.0273 -0.1815 -4.3800
N 10.9663 0.0614 -3.5797
C 10.7977 1.3369 -3.1686
C 11.6399 2.3787 -3.5224
H 13.4078 2.8874 -4.6435
H 13.7628 0.5400 -5.4262
H 12.1398 -1.2138 -4.6983
H 9.9391 1.5055 -2.5246
H 11.4551 3.3851 -3.1643
C 1.6995 5.6088 13.0713
C 0.5284 5.6089 13.8217
C -0.6687 5.3619 13.1688
N -0.7659 5.1241 11.8424
C 0.3877 5.1322 11.1399
C 1.6320 5.3652 11.7034
H 2.6569 5.7971 13.5484
H 0.5471 5.7964 14.8893
H -1.6096 5.3482 13.7112
H 0.2824 4.9406 10.0757
H 2.5265 5.3577 11.0910
```

Values from the calculation:
E_tot = -135045.224 eV
SMILES = COCCCCCCCCB1OB(S)OB(S(=O)(=O)C(F)(F)C(F)(F)C(F)(F)C(F)(F)F)O1.c1ccncc1.c1ccncc1.c1ccncc1.c1ccncc1.c1ccncc1.c1ccncc1.c1ccncc1.c1ccncc1.c1ccncc1
HOMO energy = -0.3343 hartree
LUMO level = -1.6235 eV
Kohn-Sham gap = 7.5 eV